Entry from OMol25: 2 unconnected molecules or ions with the total composition C20H45N6O3P2 in a non-equilibrium geometry (ωB97M-V/def2-TZVPD).

Net charge   +1
HOMO energy   -0.3498 Eh
Maximum force   0.0987 Eh/bohr
Electronic energy   -55120.556 eV
Frontier orbital gap   0.23948 Ha
Relative energy (zero: lowest compared OMol25 entry of this formula, charge and spin)   0.0 kcal/mol

```
76
Properties=species:S:1:pos:R:3:lowdin_charge:R:1
C -3.93813 3.67217 -7.65762 0.1501
C -3.52895 4.07034 -6.60477 -0.1337
C -3.20566 4.64784 -5.29898 -0.1378
C -3.08010 3.60522 -4.18385 -0.2798
C -1.75042 2.85528 -4.26543 -0.1476
C -1.61375 1.58050 -3.38227 -0.3054
P -0.79698 0.21545 -4.35289 0.7418
N 0.53202 -0.30259 -3.71860 -0.2857
C -2.91846 0.98305 -2.74784 -0.3071
N -2.69079 0.69142 -1.35515 -0.0112
C -2.72019 -0.73947 -0.96979 -0.1810
C -1.36272 -1.23268 -0.41206 -0.1932
C -0.55901 -0.10739 0.23883 -0.2784
C 0.60936 -0.67237 1.05807 -0.1077
N -4.11415 1.89932 -2.85841 0.1433
C -4.21772 2.58085 -4.19358 -0.2130
C -5.62612 3.16589 -4.34291 -0.0275
C -5.85437 4.37970 -3.48008 -0.5008
O -5.27172 4.56167 -2.45034 0.1468
O -6.77021 5.26733 -3.93873 0.1240
H -4.31978 3.39086 -8.61000 0.0442
H -2.24682 5.16625 -5.37443 0.1384
H -3.92615 5.42611 -5.04408 0.1233
H -3.08411 4.14802 -3.23796 0.1471
H -1.49586 2.65722 -5.30874 0.0953
H -0.98197 3.55033 -3.92417 0.1321
H -0.92445 1.75279 -2.56274 0.1052
H -0.53650 0.70105 -5.65166 0.0122
H -1.74463 -0.82818 -4.50270 0.0092
H 0.76042 0.16869 -2.85224 -0.0410
H -3.18105 0.08470 -3.30854 0.1130
H -3.26429 1.25334 -0.74504 0.1228
H -3.09168 -1.37130 -1.77767 0.1109
H -3.43056 -0.82095 -0.14428 0.1157
H -0.79445 -1.68249 -1.22737 0.1043
H -1.56271 -1.96252 0.37192 0.1118
H -0.11921 0.53730 -0.52327 0.0811
H -1.20320 0.46626 0.90914 0.1067
H 1.08660 0.13865 1.60592 0.0713
H 0.27138 -1.41974 1.77242 0.0692
H 1.35295 -1.10058 0.38681 0.0785
H -4.10389 2.66145 -2.16985 0.1685
H -4.94861 1.32820 -2.72317 0.1887
H -4.07312 1.85732 -4.99602 0.1717
H -6.36377 2.39739 -4.09119 0.1472
H -5.80254 3.40749 -5.38954 0.1263
H -6.42540 5.69749 -4.73347 0.1312
O 2.60025 -1.93358 3.55045 -0.3010
P 3.81285 -2.59323 4.13685 0.6812
N 3.21661 -3.24245 5.61355 -0.3414
C 2.83103 -2.36503 6.70494 -0.1151
C 2.21449 -4.27188 5.38648 -0.1406
N 4.82717 -1.23356 4.32600 -0.3117
C 5.47286 -0.85168 5.56193 -0.1372
C 4.49878 -0.05623 3.53117 -0.1396
N 5.20016 -3.67011 4.07243 -0.2968
C 5.37260 -4.29673 2.75077 -0.1339
C 5.51239 -4.63438 5.11904 -0.1341
H 2.56043 -2.97095 7.57235 0.0838
H 1.98174 -1.71462 6.45574 0.0889
H 3.66278 -1.74489 7.02842 0.0497
H 2.58922 -5.01826 4.67717 0.0728
H 1.28207 -3.86141 4.97919 0.0793
H 1.99209 -4.79697 6.31684 0.0846
H 4.80442 -0.27276 6.21109 0.0757
H 6.34753 -0.23046 5.35161 0.0821
H 5.84247 -1.71632 6.11495 0.0759
H 3.69641 0.54230 3.98335 0.0827
H 4.18363 -0.33667 2.53016 0.0648
H 5.38550 0.57338 3.43053 0.0802
H 4.61876 -5.06848 2.55803 0.0778
H 6.36040 -4.74954 2.66514 0.0788
H 5.29069 -3.53951 1.96556 0.0781
H 4.82631 -5.48880 5.15195 0.0763
H 5.52984 -4.16836 6.09859 0.0708
H 6.51799 -5.01547 4.92403 0.0874
```



Entry from OMol25: a gas-phase ion, C4H10N3 (charge +1) in a non-equilibrium geometry (ωB97M-V/def2-TZVPD).

Net charge   +1
HOMO energy   -0.5181 Eh
Maximum force   0.1904 Eh/bohr
Electronic energy   -8771.324 eV
Frontier orbital gap   0.32525 Ha
Relative energy (zero: lowest compared OMol25 entry of this formula, charge and spin)   75.5 kcal/mol

```
17
Properties=species:S:1:pos:R:3:lowdin_charge:R:1
C -3.33772 0.13165 -0.38149 -0.0583
N -2.00707 -0.19213 0.04128 0.0446
C -1.01522 0.50740 -0.18422 -0.1289
C 0.22479 -0.12250 0.12100 -0.1148
N 0.45223 -1.21517 0.78545 0.2270
N 1.63048 0.52580 -0.48039 -0.0062
C 2.95282 -0.02808 -0.55770 -0.1007
H -3.77107 -0.52471 -1.02063 0.0552
H -3.34881 1.12899 -0.88265 0.1095
H -4.09396 -0.02556 0.42092 0.1200
H -0.95300 1.54693 -0.46016 0.1379
H 1.37125 -1.62101 0.75717 0.1235
H -0.43490 -1.78660 0.75992 0.1723
H 1.37609 1.49748 -0.84300 0.1458
H 3.21203 -0.60655 0.35414 0.0967
H 2.97198 -0.67085 -1.38360 0.0719
H 3.73162 0.72167 -0.67232 0.1044
```